# C24H49BrN3O16S6

A cluster of 5 separate species, C24H49BrN3O16S6 in total (the ωB97M-V functional and the def2-TZVPD basis, the OMol25 dataset).

```
99
C24H49BrN3O16S6 (the ωB97M-V functional and the def2-TZVPD basis)
C 4.07099 -3.58682 -0.50462
C 4.96239 -3.84698 -1.85555
O 4.55186 -5.10286 -2.56579
C 4.82133 -2.63881 -2.99366
O 4.20319 -1.42625 -2.44028
C 3.07638 -0.94259 -3.25047
Br 1.56937 -2.23608 -3.47792
N 2.51808 0.28574 -2.50068
C 1.92190 -0.10423 -1.16810
C 0.32190 0.25454 -1.22557
C -0.67225 -0.91006 -0.63998
S -2.19333 -0.94629 -1.79522
C -1.96156 -2.25472 -3.11646
S -2.11359 -1.75452 -4.76471
N -1.65158 -3.71875 -2.89514
C -1.30347 -4.74056 -3.95844
C -1.08947 -6.23332 -3.26430
N -1.31687 -6.01454 -1.77846
C -1.63101 -4.53539 -1.61813
C 3.47974 -0.39776 -4.74788
O 4.04592 -1.11154 -5.72649
O 3.14437 1.02235 -5.09965
H 4.13367 -2.50456 -0.06430
H 4.47257 -4.31039 0.35415
H 2.97130 -3.95683 -0.72855
H 6.08119 -3.96259 -1.51408
H 3.56236 -4.92679 -2.75035
H 4.35187 -3.03285 -3.98932
H 5.94817 -2.34510 -3.25846
H 3.37401 0.85136 -2.26452
H 2.17806 -1.18480 -0.80060
H 2.39667 0.63803 -0.36286
H 0.04612 0.39782 -2.36773
H 0.06941 1.28797 -0.70004
H -0.20383 -1.98386 -0.61221
H -1.05799 -0.59522 0.43388
H -1.18532 -4.55478 -5.12887
H -0.84016 -7.27262 -3.75104
H -1.85976 -4.03010 -0.58058
O 3.07233 1.38487 4.23942
S 3.08212 2.56751 3.40458
O 2.88415 2.49940 1.97310
O 4.43885 3.41813 3.70601
C 5.69303 2.75941 3.60579
C 6.12313 2.60481 2.15925
C 1.93143 3.74176 4.07489
H 5.66729 1.79141 4.11711
H 6.42449 3.38245 4.13122
H 5.46931 1.90694 1.62766
H 7.14604 2.22265 2.09879
H 6.06883 3.56325 1.63307
H 2.11408 3.84460 5.14608
H 0.92209 3.36259 3.90166
H 2.06280 4.69737 3.56381
O 5.10342 7.56401 6.67031
S 4.46786 6.35242 7.14341
O 3.03185 6.17840 7.12032
O 5.01203 6.01885 8.64266
C 4.91599 7.02328 9.64208
C 3.50455 7.12763 10.18826
C 5.21436 4.96571 6.32362
H 5.26543 7.98828 9.26025
H 5.59225 6.73323 10.45314
H 2.81705 7.51189 9.42879
H 3.47144 7.80357 11.04736
H 3.13224 6.14445 10.49350
H 6.29997 5.05806 6.38915
H 4.89945 4.98154 5.27811
H 4.87211 4.04583 6.80149
O -5.50874 0.78639 -6.72918
S -5.29977 1.00738 -5.31384
O -5.30227 -0.07846 -4.35786
O -6.32959 2.16066 -4.79951
C -7.71761 1.99707 -5.05166
C -8.34522 1.01668 -4.07888
C -3.80242 1.93770 -5.10234
H -7.89253 1.69288 -6.08896
H -8.18450 2.97893 -4.92029
H -7.97344 0.00190 -4.24942
H -9.43283 1.00189 -4.19258
H -8.09822 1.28208 -3.04593
H -3.81952 2.79458 -5.77824
H -2.96163 1.28491 -5.34618
H -3.73172 2.26298 -4.06269
O -7.50769 -4.24215 1.12930
S -6.53470 -4.96783 0.34041
O -5.12130 -4.66385 0.39372
O -7.01153 -4.97108 -1.21772
C -7.29720 -3.72985 -1.84595
C -6.02536 -3.00666 -2.24694
C -6.74671 -6.70492 0.64014
H -7.92396 -3.10251 -1.20351
H -7.87979 -3.95342 -2.74590
H -5.46543 -2.67919 -1.36584
H -6.25634 -2.12299 -2.84846
H -5.36739 -3.66685 -2.82108
H -7.80473 -6.95460 0.54202
H -6.40430 -6.91702 1.65517
H -6.14611 -7.26417 -0.07971
```

## Properties
* E_LUMO: 0.97 eV
* highest occupied orbital energy: -4.251 eV
* strongest force on any atom: 7.9 eV/Å
* gap between HOMO and LUMO: 5.22 eV
* DFT total energy: -197955.6457 eV
* total charge: -1